ORCA calculation (wB97M-V/def2-TZVPD) on a single C5H3N molecule in a non-equilibrium geometry.

Calculated values
- LUMO level (alpha / beta): -0.5 / -1.1 eV
- Electronic energy: -246.817697 Ha
- Energy above the lowest of the compared OMol25 structures with the same formula, charge and spin: 103.1 kcal/mol
- Kohn-Sham gap (alpha / beta): 8.769 / 8.044 eV

The geometry in XYZ format:
```
9
Properties=species:S:1:pos:R:3:forces:R:3
C 0.382 -0.715 -0.346 0.09 -0.55 0.36
C 1.086 0.588 -0.308 -4.55 0.79 1.19
C -1.971 1.022 0.803 -0.35 -0.37 0.20
C -0.777 -1.069 0.181 1.18 0.69 -0.64
C 0.276 1.599 0.078 2.24 -0.32 -0.52
N -0.939 1.515 0.466 -0.16 -0.36 -0.21
H 1.045 -1.452 -0.826 -0.53 -0.14 0.30
H 2.092 0.540 -0.420 2.71 0.57 -0.68
H -1.194 -2.029 0.374 -0.63 -0.31 0.01
```
Positions in Å, forces in eV/Å.

Atomic charges from the natural (NBO) analysis, expressed in e, are listed below:
1 C -0.37
2 C -0.30
3 C 0.33
4 C -0.06
5 C 0.29
6 N -0.56
7 H 0.25
8 H 0.23
9 H 0.20

ORCA calculation (wB97M-V/def2-TZVPD) on a single C5H3N molecule in a non-equilibrium geometry.

Calculated values
- LUMO level (alpha / beta): -0.1 / -0.1 eV
- Electronic energy: -246.680648 Ha
- Energy above the lowest of the compared OMol25 structures with the same formula, charge and spin: 189.1 kcal/mol
- Kohn-Sham gap (alpha / beta): 8.380 / 8.381 eV

The geometry in XYZ format:
```
9
Properties=species:S:1:pos:R:3:forces:R:3
C -0.251 0.528 -0.839 -0.40 1.71 -0.50
C -1.493 0.835 -0.179 1.46 1.62 -0.36
C 0.346 -1.206 -0.345 -0.82 -1.35 0.48
C 1.062 0.079 -0.337 1.69 4.03 2.15
C -2.202 -0.263 0.067 2.30 -1.61 -0.23
N -0.876 -0.753 -0.190 -3.05 -2.15 0.34
H 1.813 0.350 -1.073 0.47 -0.76 0.29
H 1.403 0.453 0.776 -0.74 -1.17 -2.49
H -3.116 -0.771 0.077 -0.92 -0.32 0.32
```
Positions in Å, forces in eV/Å.

Atomic charges from the natural (NBO) analysis, expressed in e, are listed below:
1 C -0.07
2 C 0.09
3 C 0.22
4 C -0.53
5 C -0.20
6 N -0.23
7 H 0.24
8 H 0.22
9 H 0.25

ORCA calculation (wB97M-V/def2-TZVPD) on 2 unconnected molecules or ions with the total composition C5H3N in a non-equilibrium geometry.

Calculated values
- LUMO level: -0.3 eV
- Electronic energy: -246.810533 Ha
- Energy above the lowest of the compared OMol25 structures with the same formula, charge and spin: 107.6 kcal/mol
- Kohn-Sham gap: 9.420 eV

The geometry in XYZ format:
```
9
Properties=species:S:1:pos:R:3:forces:R:3
C -0.797 -0.117 2.272 0.12 0.25 -2.15
C -0.537 -0.500 -0.329 -0.53 -0.21 0.43
C 1.321 0.578 -1.751 2.26 1.61 3.10
C -0.703 -0.014 1.071 -0.55 -0.51 -0.23
C -1.119 0.644 -0.411 0.05 -0.11 0.02
N 0.905 0.083 -2.652 -1.74 -1.96 -4.50
H -0.711 -0.079 3.273 0.16 0.02 2.75
H -0.147 -1.467 -0.610 -0.07 0.30 -0.04
H 1.787 0.872 -0.863 0.30 0.62 0.62
```
Positions in Å, forces in eV/Å.

Atomic charges from the natural (NBO) analysis, expressed in e, are listed below:
1 C -0.09
2 C -0.39
3 C 0.09
4 C -0.12
5 C 0.09
6 N -0.32
7 H 0.22
8 H 0.29
9 H 0.23

ORCA calculation (wB97M-V/def2-TZVPD) on a single C5H3N molecule in a non-equilibrium geometry.

Calculated values
- LUMO level (alpha / beta): -0.3 / -2.2 eV
- Electronic energy: -246.805402 Ha
- Energy above the lowest of the compared OMol25 structures with the same formula, charge and spin: 110.8 kcal/mol
- Kohn-Sham gap (alpha / beta): 8.601 / 6.864 eV

The geometry in XYZ format:
```
9
Properties=species:S:1:pos:R:3:forces:R:3
C 0.249 0.259 0.225 0.50 0.82 0.80
C -1.813 -1.107 -0.951 0.03 0.36 0.80
C 0.043 1.549 1.027 2.29 -2.19 -0.90
C -0.833 -0.339 -0.175 -1.92 0.22 -0.41
C -2.275 -0.183 -0.133 0.78 -0.72 -0.63
N -0.969 2.168 1.244 -1.83 1.22 0.42
H 1.256 -0.097 0.164 0.25 -0.13 -0.17
H -1.821 -1.888 -1.678 -0.15 -0.18 -0.28
H 1.023 1.814 1.425 0.04 0.61 0.36
```
Positions in Å, forces in eV/Å.

Atomic charges from the natural (NBO) analysis, expressed in e, are listed below:
1 C -0.40
2 C -0.25
3 C -0.05
4 C 0.04
5 C 0.14
6 N -0.19
7 H 0.23
8 H 0.25
9 H 0.22

ORCA calculation (wB97M-V/def2-TZVPD) on a single C5H3N3 molecule in a non-equilibrium geometry.

Calculated values
- Structure (SMILES): C#CNC#CNC#N
- LUMO level: -0.5 eV
- Electronic energy: -356.349573 Ha
- Energy above the lowest of the compared OMol25 structures with the same formula, charge and spin: 139.6 kcal/mol
- Kohn-Sham gap: 8.240 eV

The geometry in XYZ format:
```
11
Properties=species:S:1:pos:R:3:forces:R:3
C 1.331 0.899 -3.319 -2.56 -1.21 3.88
C 0.652 0.611 -2.346 0.88 0.69 -2.57
N -0.299 0.325 -1.451 -1.26 -0.53 1.73
C -0.120 0.216 -0.122 -2.53 -3.47 5.11
C -0.666 -0.468 0.960 3.75 3.92 -4.88
N -0.738 -0.326 2.311 -2.87 3.40 -1.10
C -0.069 -1.172 3.046 -0.29 -0.47 1.22
N 0.428 -1.902 3.771 0.76 -0.72 0.59
H 2.061 1.210 -3.941 1.70 0.69 -1.85
H -1.267 0.083 -1.648 0.45 0.27 -1.24
H -1.314 0.525 2.738 1.97 -2.57 -0.88
```
Positions in Å, forces in eV/Å.

Atomic charges from the natural (NBO) analysis, expressed in e, are listed below:
1 C -0.25
2 C 0.16
3 N -0.64
4 C 0.15
5 C 0.06
6 N -0.65
7 C 0.42
8 N -0.33
9 H 0.23
10 H 0.43
11 H 0.43

ORCA calculation (wB97M-V/def2-TZVPD) on 2 unconnected molecules or ions with the total composition C5H3NOS in a non-equilibrium geometry.

Calculated values
- LUMO level (alpha / beta): -4.1 / -4.8 eV
- Electronic energy: -720.157202 Ha
- Energy above the lowest of the compared OMol25 structures with the same formula, charge and spin: 209.3 kcal/mol
- Kohn-Sham gap (alpha / beta): 5.486 / 4.966 eV

The geometry in XYZ format:
```
11
Properties=species:S:1:pos:R:3:forces:R:3
C 1.327 -1.986 0.252 0.89 0.12 -0.72
C -0.058 0.492 -0.894 0.05 1.01 1.78
C 1.015 0.715 0.265 -0.96 -0.82 -2.71
C -1.308 0.215 -0.513 1.84 -0.63 1.11
C 0.365 0.678 1.410 1.29 0.99 -0.01
N 2.125 -2.358 -0.530 -1.15 0.53 1.05
O -2.297 0.710 1.850 0.06 -0.10 0.55
S -1.239 -0.109 1.252 -1.31 -0.76 -0.96
H 0.208 0.744 -1.885 0.50 0.09 -0.85
H 2.031 0.940 -0.128 -0.73 -0.54 1.06
H -2.171 -0.041 -1.080 -0.48 0.11 -0.31
```
Positions in Å, forces in eV/Å.

Atomic charges from the natural (NBO) analysis, expressed in e, are listed below:
1 C -0.07
2 C -0.10
3 C -0.27
4 C -0.42
5 C 0.02
6 N -0.56
7 O -0.77
8 S 1.36
9 H 0.24
10 H 0.30
11 H 0.26

- Number 4 is which compound?
  C5H3N

- The lowest energy above the lowest of the compared OMol25 structures with the same formula, charge and spin belongs to which entry?
  number 1